Molecular formula: C4H7NO
Method: DFT, ωB97M-V/def2-TZVPD

Bonds (Å) are listed after each position.
Cartesian coordinates (Å):
1 C 2.017 -0.341 0.161  C2 1.485, H7 1.089, H8 1.101, H9 1.093
2 C 0.618 0.068 0.444  C1 1.485, N3 1.270, O6 1.372
3 N 0.090 1.218 0.336  C2 1.270, C4 1.477
4 C -1.344 0.956 0.098  N3 1.477, C5 1.530, H10 1.097, H11 1.093
5 C -1.310 -0.516 -0.319  C4 1.530, O6 1.425, H12 1.100, H13 1.086
6 O -0.216 -1.021 0.442  C2 1.372, C5 1.425
7 H 2.727 0.485 0.165  C1 1.089
8 H 1.912 -0.708 -0.871  C1 1.101
9 H 2.341 -1.180 0.781  C1 1.093
10 H -1.962 1.152 0.982  C4 1.097
11 H -1.697 1.604 -0.708  C4 1.093
12 H -0.988 -0.584 -1.369  C5 1.100
13 H -2.188 -1.131 -0.142  C5 1.086

Output
HOMO level (Eh): -0.3533
Energy above the lowest of the compared OMol25 structures with the same formula, charge and spin (kJ/mol): 123.7
Total energy (hartree): -286.584515
Orbital gap (hartree): 0.391

Mulliken atomic charge list, values in e, 6 entries: -0.9296, 0.6184, -0.5328, -0.3689, -0.3525, -0.3650


Molecular formula: C4H7NO
Method: DFT, ωB97M-V/def2-TZVPD

Bonds (Å) are listed after each position.
Cartesian coordinates (Å):
1 C -0.019 1.856 -0.791  N2 1.443, C3 1.496, H7 1.089, H8 1.088
2 N 1.084 1.574 0.095  C1 1.443, C3 1.470, H9 1.019
3 C 0.786 0.608 -0.972  C1 1.496, N2 1.470, C4 1.487, H10 1.087
4 C 0.171 -0.720 -0.707  C3 1.487, O6 1.314
5 C -0.704 -1.979 1.044  O6 1.432, H11 1.091, H12 1.092, H13 1.092
6 O -0.236 -0.722 0.542  C4 1.314, C5 1.432
7 H -1.039 1.757 -0.426  C1 1.089
8 H 0.147 2.673 -1.490  C1 1.088
9 H 0.725 1.187 0.967  N2 1.019
10 H 1.505 0.594 -1.787  C3 1.087
11 H -0.683 -2.709 0.233  C5 1.091
12 H -1.713 -1.850 1.442  C5 1.092
13 H -0.024 -2.270 1.848  C5 1.092

Output
HOMO level (Eh): -0.3183
Energy above the lowest of the compared OMol25 structures with the same formula, charge and spin (kJ/mol): 433.9
Total energy (hartree): -286.466381
Orbital gap (hartree): 0.348

Mulliken atomic charge list, values in e, 6 entries: -0.4130, -0.6383, 0.2656, -0.5220, -0.5870, -0.0980


Molecular formula: C4H7NO
Method: DFT, ωB97M-V/def2-TZVPD

Bonds (Å) are listed after each position.
Cartesian coordinates (Å):
1 C -0.875 1.314 -0.437  C2 1.332, H5 1.085, H6 1.085
2 C -1.659 0.329 -0.875  C1 1.332, C3 1.437, H7 1.085
3 C -1.661 -0.964 -0.250  C2 1.437, N4 1.160
4 N -1.639 -2.011 0.250  C3 1.160
5 H -0.871 2.279 -0.933  C1 1.085
6 H -0.210 1.187 0.411  C1 1.085
7 H -2.312 0.449 -1.733  C2 1.085
8 H 1.824 1.831 1.489  H9 0.746
9 H 1.992 1.286 1.008  H8 0.746
10 C 1.352 -1.432 0.272  O11 1.208, H12 1.104, H13 1.107
11 O 1.888 -0.553 -0.358  C10 1.208
12 H 1.173 -2.435 -0.155  C10 1.104
13 H 0.999 -1.280 1.310  C10 1.107

Output
HOMO level (Eh): -0.3766
Energy above the lowest of the compared OMol25 structures with the same formula, charge and spin (kJ/mol): 328.4
Total energy (hartree): -286.506579
Orbital gap (hartree): 0.389

Mulliken atomic charge list, values in e, 6 entries: -0.4924, -0.1159, 0.3122, -0.4277, 0.2466, 0.1755


Molecular formula: C4H7NO
Method: DFT, ωB97M-V/def2-TZVPD

Bonds (Å) are listed after each position.
Cartesian coordinates (Å):
1 O 2.203 0.881 -0.043  C2 1.483, H7 0.961
2 C 0.933 0.169 -0.325  O1 1.483, C3 1.649, C6 1.511, H8 1.072
3 C 0.201 -1.276 -0.017  C2 1.649, C4 1.531, H9 1.095, H10 1.099
4 C -1.111 -0.495 -0.129  C3 1.531, N5 1.459, C6 1.491, H11 1.090
5 N -1.159 0.302 1.092  C4 1.459, C6 1.488, H12 1.022
6 C -0.409 0.820 -0.085  C2 1.511, C4 1.491, N5 1.488, H13 1.083
7 H 2.256 1.271 0.834  O1 0.961
8 H 1.223 0.200 -1.356  C2 1.072
9 H 0.301 -1.703 0.986  C3 1.095
10 H 0.332 -2.072 -0.762  C3 1.099
11 H -1.981 -0.719 -0.745  C4 1.090
12 H -2.044 0.814 1.105  N5 1.022
13 H -0.677 1.790 -0.486  C6 1.083

Output
HOMO level (Eh): -0.3387
Energy above the lowest of the compared OMol25 structures with the same formula, charge and spin (kJ/mol): 354.6
Total energy (hartree): -286.496568
Orbital gap (hartree): 0.376

Mulliken atomic charge list, values in e, 6 entries: -0.5507, -0.0665, -0.8004, 0.0279, -0.6065, -0.2246


Molecular formula: C4H7NO
Method: DFT, ωB97M-V/def2-TZVPD

Bonds (Å) are listed after each position.
Cartesian coordinates (Å):
1 C -0.418 1.723 -1.293  C2 1.565, H7 1.057, H8 1.063, H9 1.069
2 C -0.235 0.284 -0.704  C1 1.565, C3 1.328, C6 1.533
3 C 0.539 -0.341 0.175  C2 1.328, O4 1.371, C6 1.564
4 O 1.537 -0.607 1.076  C3 1.371, N5 1.427
5 N 1.177 -1.845 1.689  O4 1.427, H10 1.083, H11 1.032
6 C -0.712 -1.126 -0.339  C2 1.533, C3 1.564, H12 1.073, H13 1.089
7 H 0.047 2.530 -0.792  C1 1.057
8 H -1.452 1.853 -1.503  C1 1.063
9 H 0.006 1.768 -2.273  C1 1.069
10 H 2.155 -2.309 1.676  N5 1.083
11 H 0.794 -1.784 2.646  N5 1.032
12 H -1.509 -1.296 0.360  C6 1.073
13 H -0.652 -1.976 -1.017  C6 1.089

Output
HOMO level (Eh): -0.3048
Energy above the lowest of the compared OMol25 structures with the same formula, charge and spin (kJ/mol): 571.7
Total energy (hartree): -286.413900
Orbital gap (hartree): 0.339

Mulliken atomic charge list, values in e, 6 entries: -1.1562, 0.3296, 0.3572, -0.2921, -0.4559, -0.5970


Molecular formula: C4H7NO
Method: DFT, ωB97M-V/def2-TZVPD

Bonds (Å) are listed after each position.
Cartesian coordinates (Å):
1 C 2.122 -0.364 0.403  C2 1.630, H7 1.093, H8 1.093, H9 1.090
2 C 0.730 0.431 0.107  C1 1.630, O3 1.208, C4 1.352
3 O 0.646 1.634 0.181  C2 1.208
4 C 0.130 -0.777 0.025  C2 1.352, H10 1.089
5 C -2.443 0.138 -0.018  N6 1.273, H11 1.097, H12 1.093
6 N -1.931 0.459 -1.138  C5 1.273, H13 1.025
7 H 2.813 0.093 -0.309  C1 1.093
8 H 2.167 -1.452 0.306  C1 1.093
9 H 2.371 -0.102 1.431  C1 1.090
10 H 0.170 -1.333 -0.909  C4 1.089
11 H -2.332 0.719 0.905  C5 1.097
12 H -3.048 -0.770 0.049  C5 1.093
13 H -1.395 1.326 -1.032  N6 1.025

Output
HOMO level (Eh): -0.3532
Energy above the lowest of the compared OMol25 structures with the same formula, charge and spin (kJ/mol): 495.2
Total energy (hartree): -286.443032
Orbital gap (hartree): 0.365

Mulliken atomic charge list, values in e, 6 entries: -0.9003, 0.8947, -0.6026, -0.6289, -0.2347, -0.5987